[1]
{
  "formula": "H3N3O2P",
  "method": "ωB97M-V with the def2-TZVPD basis set",
  "gap_ev": 6.932,
  "energy_ha": -658.02114,
  "charge": -1,
  "homo_ev": -2.475,
  "max_force_ev_per_a": 5.54,
  "de_lowest_ev": 0.473,
  "elements": ["N", "N", "N", "O", "O", "P", "H", "H", "H"],
  "coordinates": [[2.789, -1.657, -2.566], [1.780, -1.805, -2.127], [0.599, -0.099, 0.110], [-1.747, 0.403, 1.380], [-0.498, 2.225, 0.412], [-0.251, 1.073, 1.226], [-2.535, 0.954, 1.191], [0.911, -0.977, 0.418], [0.353, -0.280, -0.869]]
}

=====

[2]
{
  "formula": "C39H100N9O23",
  "method": "ωB97M-V with the def2-TZVPD basis set",
  "gap_ev": 5.908,
  "energy_ha": -3768.99689,
  "charge": 1,
  "homo_ev": -10.437,
  "max_force_ev_per_a": 3.60,
  "elements": ["C", "C", "C", "C", "C", "C", "N", "O", "C", "C", "C", "H", "H", "H", "H", "H", "H", "H", "H", "H", "H", "H", "H", "H", "H", "H", "H", "H", "H", "C", "C", "O", "O", "H", "H", "H", "H", "H", "H", "C", "C", "O", "O", "H", "H", "H", "H", "H", "H", "C", "C", "O", "O", "H", "H", "H", "H", "H", "H", "C", "C", "O", "O", "H", "H", "H", "H", "H", "H", "C", "C", "O", "O", "H", "H", "H", "H", "H", "H", "C", "C", "O", "O", "H", "H", "H", "H", "H", "H", "C", "C", "O", "O", "H", "H", "H", "H", "H", "H", "O", "C", "N", "C", "H", "H", "H", "H", "H", "O", "C", "N", "C", "H", "H", "H", "H", "H", "O", "C", "N", "C", "H", "H", "H", "H", "H", "O", "C", "N", "C", "H", "H", "H", "H", "H", "O", "C", "N", "C", "H", "H", "H", "H", "H", "O", "C", "N", "C", "H", "H", "H", "H", "H", "O", "C", "N", "C", "H", "H", "H", "H", "H", "O", "C", "N", "C", "H", "H", "H", "H", "H"],
  "coordinates": [[1.211, 0.053, -1.902], [1.612, -0.330, -0.429], [1.875, 0.934, 0.440], [0.693, 1.860, 0.677], [-0.283, 0.982, 1.504], [-0.743, -0.377, 0.990], [0.397, -1.015, 0.184], [0.194, -2.164, -0.115], [-1.868, -0.286, -0.065], [-0.999, -1.200, 2.219], [2.837, -1.174, -0.420], [0.212, 0.482, -1.964], [1.351, -0.797, -2.567], [1.934, 0.742, -2.343], [2.497, 1.581, -0.187], [2.434, 0.769, 1.360], [0.296, 2.329, -0.223], [0.947, 2.609, 1.422], [-1.157, 1.577, 1.779], [0.268, 0.827, 2.434], [-2.739, 0.062, 0.493], [-2.155, -1.297, -0.368], [-1.727, 0.191, -1.033], [-1.557, -0.825, 3.079], [-0.053, -1.342, 2.749], [-1.436, -2.171, 1.988], [2.879, -1.837, 0.448], [3.837, -0.750, -0.518], [2.913, -1.889, -1.245], [4.148, -0.571, 5.305], [3.696, -0.164, 3.848], [2.829, 0.968, 3.962], [5.103, -1.647, 5.336], [3.322, -0.801, 5.970], [4.775, 0.297, 5.525], [3.221, -1.064, 3.448], [4.526, 0.208, 3.251], [2.098, 0.676, 4.523], [5.854, -1.476, 4.763], [-4.768, -2.443, 3.240], [-5.228, -1.929, 1.849], [-4.606, -2.808, 0.907], [-5.295, -3.762, 3.417], [-5.183, -1.863, 4.070], [-3.689, -2.318, 3.331], [-4.744, -0.951, 1.810], [-6.309, -1.922, 1.709], [-4.911, -3.677, 1.204], [-6.213, -3.593, 3.648], [5.515, -0.264, -4.878], [5.944, -0.913, -3.531], [5.025, -1.919, -3.060], [5.408, -1.257, -5.896], [6.303, 0.461, -5.076], [4.528, 0.198, -4.811], [5.944, -0.034, -2.880], [6.986, -1.233, -3.498], [4.819, -2.488, -3.810], [4.580, -1.688, -5.666], [-1.605, 1.992, -4.141], [-2.199, 3.222, -4.844], [-1.483, 4.381, -4.402], [-2.045, 1.918, -2.800], [-0.509, 2.038, -4.087], [-1.677, 1.046, -4.682], [-3.245, 3.358, -4.566], [-2.239, 3.109, -5.930], [-0.767, 4.622, -4.993], [-1.890, 2.734, -2.300], [-0.719, -4.942, 3.310], [-1.939, -5.521, 2.548], [-2.280, -4.767, 1.371], [-1.097, -3.909, 4.218], [0.040, -4.740, 2.556], [-0.294, -5.684, 3.992], [-2.757, -5.772, 3.226], [-1.548, -6.439, 2.106], [-2.810, -3.991, 1.580], [-1.865, -4.195, 4.719], [-2.453, 2.977, 5.177], [-1.131, 3.650, 4.955], [-1.232, 4.999, 4.482], [-3.034, 2.400, 4.017], [-3.156, 3.738, 5.532], [-2.355, 2.256, 5.987], [-0.461, 3.068, 4.314], [-0.593, 3.684, 5.908], [-0.448, 5.464, 4.784], [-3.139, 3.075, 3.342], [2.265, 4.450, -2.839], [3.543, 3.541, -2.888], [4.203, 3.475, -1.639], [2.614, 5.795, -2.451], [1.590, 4.109, -2.053], [1.761, 4.459, -3.807], [4.344, 3.947, -3.516], [3.256, 2.576, -3.314], [3.879, 4.146, -1.022], [3.323, 6.009, -3.067], [-6.316, -0.230, -2.365], [-6.746, 0.453, -1.443], [-5.958, 0.551, -0.351], [-7.984, 1.310, -1.607], [-5.074, 0.072, -0.444], [-6.234, 0.817, 0.579], [-8.917, 0.738, -1.608], [-8.051, 1.767, -2.591], [-8.176, 1.988, -0.775], [4.640, -3.556, 1.130], [5.398, -3.328, 0.190], [5.074, -3.793, -1.019], [6.528, -2.290, 0.280], [4.223, -4.322, -1.118], [5.354, -3.274, -1.846], [6.235, -1.439, -0.339], [7.461, -2.692, -0.111], [6.559, -1.947, 1.311], [0.297, 0.120, 5.078], [-0.148, 0.014, 6.217], [0.115, 0.789, 7.290], [-1.112, -1.130, 6.564], [0.137, 0.351, 8.196], [0.746, 1.543, 7.058], [-1.975, -0.771, 7.129], [-0.540, -1.785, 7.223], [-1.556, -1.586, 5.685], [3.464, 4.563, 0.869], [2.403, 5.024, 1.269], [1.700, 5.825, 0.440], [1.904, 4.722, 2.632], [1.963, 5.965, -0.527], [0.834, 6.143, 0.842], [2.166, 3.794, 3.135], [0.815, 4.843, 2.603], [2.152, 5.497, 3.363], [-1.414, -1.509, -3.404], [-2.638, -1.619, -3.396], [-3.463, -0.702, -2.862], [-3.441, -2.696, -4.120], [-3.063, 0.202, -2.633], [-4.460, -0.815, -2.978], [-4.185, -3.211, -3.511], [-2.815, -3.472, -4.557], [-4.045, -2.220, -4.894], [-1.896, 4.335, -1.141], [-2.792, 4.255, -0.299], [-2.654, 4.870, 0.879], [-3.968, 3.401, -0.602], [-3.352, 4.843, 1.601], [-1.854, 5.470, 0.996], [-4.828, 3.554, 0.062], [-3.823, 2.330, -0.477], [-4.420, 3.690, -1.550], [3.015, -1.818, -7.075], [1.891, -1.741, -6.572], [1.041, -2.749, -6.885], [1.515, -0.786, -5.496], [1.608, -3.424, -7.379], [0.247, -3.047, -6.343], [2.389, -0.148, -5.373], [1.147, -1.255, -4.590], [0.820, -0.106, -5.999], [2.493, -4.927, -1.855], [1.337, -5.037, -2.214], [0.998, -5.023, -3.517], [0.207, -5.228, -1.215], [1.783, -4.754, -4.092], [0.076, -5.143, -3.894], [0.742, -5.611, -0.343], [-0.372, -6.089, -1.554], [-0.400, -4.414, -0.832]]
}

=====

[3]
{
  "formula": "C4H14N3O",
  "method": "ωB97M-V with the def2-TZVPD basis set",
  "gap_ev": 7.150,
  "energy_ha": -400.27223,
  "charge": -1,
  "homo_ev": -3.029,
  "max_force_ev_per_a": 2.59,
  "de_lowest_ev": 0.762,
  "elements": ["C", "O", "C", "N", "H", "H", "H", "H", "H", "H", "C", "N", "C", "N", "H", "H", "H", "H", "H", "H", "H", "H"],
  "coordinates": [[-0.146, 0.332, -1.822], [-0.753, -0.088, -0.594], [0.787, -0.744, -2.409], [1.107, -0.472, -3.785], [-0.888, 0.574, -2.591], [0.470, 1.261, -1.708], [1.693, -0.886, -1.810], [0.171, -1.671, -2.344], [1.895, 0.090, -3.959], [1.126, -1.310, -4.365], [-1.774, -0.195, 2.151], [-0.646, 0.032, 3.059], [0.382, 0.853, 2.337], [0.963, 0.224, 1.207], [-2.642, -0.520, 2.748], [-2.052, 0.702, 1.579], [-1.528, -0.938, 1.404], [-0.953, 0.546, 3.887], [1.155, 1.156, 3.102], [-0.015, 1.798, 1.962], [1.414, -0.677, 1.532], [0.232, -0.067, 0.419]]
}

=====

[4]
{
  "formula": "C7H8",
  "method": "ωB97M-V with the def2-TZVPD basis set",
  "gap_ev": 8.864,
  "energy_ha": -271.33633,
  "homo_ev": -7.844,
  "max_force_ev_per_a": 1.68,
  "de_lowest_ev": 5.310,
  "elements": ["C", "C", "C", "C", "C", "C", "C", "H", "H", "H", "H", "H", "H", "H", "H"],
  "coordinates": [[-1.787, -0.815, 0.748], [-0.537, -0.314, 0.110], [0.112, -1.019, -0.970], [1.361, -0.216, -0.916], [0.837, 1.224, -0.985], [0.227, 0.944, 0.400], [0.981, -0.353, 0.569], [-1.870, -0.556, 1.806], [-2.633, -0.375, 0.210], [-1.837, -1.901, 0.629], [0.031, 1.247, -1.729], [2.282, -0.587, -1.361], [1.534, 2.034, -1.178], [-0.050, 1.632, 1.197], [1.367, -0.860, 1.452]]
}

=====

[5]
{
  "formula": "C7H12Si2",
  "method": "ωB97M-V with the def2-TZVPD basis set",
  "gap_ev": 7.760,
  "energy_ha": -852.76671,
  "homo_ev": -8.813,
  "max_force_ev_per_a": 3.80,
  "de_lowest_ev": 2.106,
  "elements": ["C", "C", "C", "C", "C", "C", "C", "Si", "Si", "H", "H", "H", "H", "H", "H", "H", "H", "H", "H", "H", "H"],
  "coordinates": [[-1.092, -2.546, 0.025], [-1.008, -1.794, 1.188], [-0.468, -2.067, -1.100], [-0.294, -0.594, 1.216], [0.109, -0.776, -1.117], [0.250, -0.030, 0.038], [3.116, 1.008, 0.163], [-3.951, 1.688, 0.120], [1.255, 1.544, 0.031], [-1.717, -3.534, -0.035], [-1.551, -2.037, 2.073], [-0.556, -2.482, -2.192], [-0.459, -0.094, 2.215], [0.520, -0.287, -1.956], [3.340, 0.353, 1.053], [3.473, 0.357, -0.736], [3.822, 1.840, -0.019], [-3.903, 3.171, -0.045], [-2.731, 1.435, -0.974], [0.891, 2.270, -1.160], [0.952, 2.577, 1.211]]
}

=====

[6]
{
  "formula": "C3H5BrOS",
  "method": "ωB97M-V with the def2-TZVPD basis set",
  "gap_ev": 9.447,
  "energy_ha": -3164.61565,
  "homo_ev": -8.892,
  "max_force_ev_per_a": 3.23,
  "de_lowest_ev": 3.154,
  "elements": ["C", "C", "C", "O", "S", "Br", "H", "H", "H", "H", "H"],
  "coordinates": [[-0.266, 0.909, 1.666], [-1.254, 0.117, 1.387], [1.598, -0.522, -0.084], [1.026, -0.316, -1.288], [3.273, -0.320, -0.255], [-1.381, -1.570, 2.355], [0.520, 0.748, 2.545], [-0.178, 1.816, 1.085], [-2.070, 0.325, 0.636], [0.073, -0.547, -1.352], [3.334, 0.094, -1.668]]
}